Record 1
Here is a 3-piece molecular cluster, C4H12NO4S overall from OMol25. Energies are from ωB97M-V with the def2-TZVPD basis set.

Geometry as ORCA input:
```
! RIJCOSX wB97M-V def2-TZVPD def2/J DEFGRID3
* xyz 0 2
C 1.156 1.438 0.405
C 0.771 0.467 -0.746
C 0.839 1.084 -2.134
S 0.099 -0.294 -3.187
N -0.630 0.126 -0.393
C -1.025 -1.299 -0.264
O -2.218 -1.535 -0.201
O -0.051 -2.065 -0.069
H 1.790 0.854 1.115
H 1.875 2.230 0.235
H 0.282 1.750 0.952
H 1.253 -0.540 -0.706
H 1.821 1.302 -2.558
H 0.278 2.023 -2.309
H 0.337 -1.450 -2.472
H -1.343 0.782 -0.721
H -0.145 -0.979 2.778
H 0.757 -2.001 1.949
O 0.582 -1.600 2.808
H -1.394 -0.201 1.737
H -2.856 -0.307 1.667
O -2.178 0.215 2.113
*
```

## Properties
Electronic energy ... -913.412461 Eh
Frontier orbital gap (spin up / spin down) ... 10.6 / 5.8 eV
LUMO (spin up / spin down) ... 0.23 / -4.20 eV
E_HOMO (spin up / spin down) ... -10.344 / -10.040 eV


Record 2
Here is a 3-piece molecular cluster, C4H12NO5 overall from OMol25. Energies are from ωB97M-V with the def2-TZVPD basis set.

Geometry as ORCA input:
```
! RIJCOSX wB97M-V def2-TZVPD def2/J DEFGRID3
* xyz -1 1
O -0.164 1.983 -1.534
C -0.687 0.867 -1.474
N -0.492 -0.162 -0.618
C 0.557 -0.365 0.410
C 1.189 -1.681 -0.040
O 0.322 -2.816 -0.217
C -0.279 -0.729 1.945
O -1.251 -1.509 1.599
H -1.399 0.711 -2.300
H -1.254 -0.902 -0.547
H 1.301 0.419 0.413
H 1.798 -1.588 -0.982
H 1.853 -2.076 0.761
H -0.349 -2.817 0.515
H -0.704 0.212 2.223
H 0.655 -1.150 2.454
H -2.521 1.806 0.696
H -1.544 1.293 1.383
O -2.157 2.005 1.509
H 2.736 2.344 -0.701
H 2.058 1.366 -1.899
O 2.766 1.956 -1.699
*
```

## Properties
Electronic energy ... -590.534626 Eh
Frontier orbital gap ... 7.3 eV
LUMO ... 3.56 eV
E_HOMO ... -3.740 eV


Record 3
Here is a 2-piece molecular cluster, C4H12NOS overall from OMol25. Energies are from ωB97M-V with the def2-TZVPD basis set.

Geometry as ORCA input:
```
! RIJCOSX wB97M-V def2-TZVPD def2/J DEFGRID3
* xyz -1 1
C 0.281 1.047 3.513
N 0.623 0.092 2.494
C -0.257 -0.112 1.297
C 0.601 -0.511 0.099
S -0.417 -0.585 -1.425
C -1.291 -1.195 1.703
H 1.167 1.507 3.980
H -0.270 0.562 4.356
H -0.332 1.873 3.168
H 1.557 0.128 2.114
H -0.643 0.902 1.106
H 0.752 -1.566 0.375
H 1.461 0.151 -0.081
H -1.622 -0.749 2.668
H -2.237 -1.204 1.201
H -0.659 -2.055 1.918
H -0.124 1.193 -5.460
H 1.103 1.804 -4.753
O 0.815 1.310 -5.526
*
```

## Properties
Electronic energy ... -687.774075 Eh
Frontier orbital gap ... 6.1 eV
LUMO ... 3.67 eV
E_HOMO ... -2.382 eV


Record 4
Here is a 2-piece molecular cluster, C4H12NOS overall from OMol25. Energies are from ωB97M-V with the def2-TZVPD basis set.

Geometry as ORCA input:
```
! RIJCOSX wB97M-V def2-TZVPD def2/J DEFGRID3
* xyz -1 1
C 2.324 -0.682 0.061
N 1.439 0.300 -0.555
C 0.020 0.104 -0.163
C -0.893 0.876 -1.224
S -2.549 1.440 -0.643
C -0.294 0.542 1.274
H 2.295 -0.790 1.147
H 2.120 -1.627 -0.423
H 3.345 -0.410 -0.116
H 1.676 1.319 -0.319
H -0.133 -0.927 -0.402
H -0.338 1.731 -1.839
H -0.981 0.220 -2.119
H 0.436 0.117 2.046
H -1.310 0.202 1.480
H -0.139 1.575 1.391
H -2.747 -0.654 0.165
H -1.867 -1.790 -0.263
O -2.404 -1.544 0.500
*
```

## Properties
Electronic energy ... -687.787647 Eh
Frontier orbital gap ... 6.4 eV
LUMO ... 3.67 eV
E_HOMO ... -2.737 eV


Record 5
Here is an isolated ion of composition C4H12NOS and charge +1 from OMol25. Energies are from ωB97M-V with the def2-TZVPD basis set.

Geometry as ORCA input:
```
! RIJCOSX wB97M-V def2-TZVPD def2/J DEFGRID3
* xyz 1 1
N 0.963 -0.068 -1.397
C 0.531 -0.168 0.131
C 1.206 -1.239 0.924
O 2.586 -1.301 0.488
C -1.047 -0.238 0.299
C -1.714 1.126 0.515
S -1.717 2.188 -0.992
H 2.058 -0.026 -1.501
H 0.504 -0.741 -1.918
H 0.568 0.739 -1.784
H 0.819 0.909 0.484
H 1.143 -0.832 1.986
H 0.641 -2.130 1.044
H 2.701 -2.165 0.488
H -1.273 -0.924 1.200
H -1.290 -0.877 -0.754
H -1.077 1.833 1.253
H -2.754 0.975 0.742
H -2.848 2.940 -1.207
*
```

## Properties
SMILES string ... [NH3+][C@H](CO)CCS
Electronic energy ... -687.454054 Eh
Frontier orbital gap ... 9.6 eV
LUMO ... -3.26 eV
E_HOMO ... -12.826 eV


Record 6
Here is a 2-piece molecular cluster, C4H12NPS overall from OMol25. Energies are from ωB97M-V with the def2-TZVPD basis set.

Geometry as ORCA input:
```
! RIJCOSX wB97M-V def2-TZVPD def2/J DEFGRID3
* xyz 0 1
C -0.848 -0.773 1.273
P -1.128 -0.246 -0.508
C -2.938 -0.417 -0.581
S -1.316 1.904 -0.476
H 0.210 -0.528 1.509
H -1.546 -0.325 1.908
H -0.900 -1.808 1.226
H -3.329 -0.253 0.478
H -3.342 0.268 -1.346
H -3.436 -1.318 -0.750
H -0.504 2.114 -1.530
C 2.116 1.151 0.656
N 2.010 0.716 -0.510
C 2.537 -0.605 -0.867
H 2.787 0.685 1.534
H 1.601 2.174 0.899
H 1.724 -1.239 -1.134
H 3.213 -0.319 -1.664
H 3.087 -1.183 -0.117
*
```

## Properties
SMILES string ... CP(C)S.C=NC
Electronic energy ... -953.835780 Eh
Frontier orbital gap ... 9.7 eV
LUMO ... 0.99 eV
E_HOMO ... -8.692 eV


Question: What is the electronic energy in the third record?
Answer: -687.774075 Eh